Molecular formula: C2H4N2O2
Method: DFT, wB97M-V/def2-TZVPD

```
! wB97M-V def2-TZVPD RIJCOSX def2/J DEFGRID3
* xyz 0 1
C 0.01 0.85 1.49
N 0.42 0.22 0.48
O 1.61 -0.12 0.32
C -0.44 -0.21 -0.58
N 0.05 -0.98 -1.52
O -1.89 -0.03 -0.28
H 0.51 1.36 2.24
H -1.09 1.16 1.62
H 1.17 -1.04 -1.37
H -0.34 -1.22 -2.39
*
```

total energy: -9209.500 eV
Kohn-Sham gap (spin up / spin down): 0.326 / 0.326 Eh
SMILES string: C=[N+]([O-])C(N)=O
lowest unoccupied orbital energy (spin up / spin down): -0.589 / -0.589 eV
HOMO level (spin up / spin down): -0.3478 / -0.3478 Eh

These are the Mulliken partial charges, in e, on atoms 1 to 2: -0.3524, 0.5441

***

Molecular formula: C2H4N2O2
Method: DFT, wB97M-V/def2-TZVPD

```
! wB97M-V def2-TZVPD RIJCOSX def2/J DEFGRID3
* xyz 0 1
C -2.48 -0.23 -0.03
N -1.32 0.42 -0.16
O -0.27 -0.54 0.09
C 0.91 0.04 -0.04
N 1.93 -0.66 -0.14
O 1.06 1.21 0.13
H -2.51 -1.25 0.52
H -3.39 0.50 0.01
H 2.81 -0.05 0.05
H 2.01 -1.76 0.23
*
```

total energy: -9210.844 eV
Kohn-Sham gap: 0.386 Eh
SMILES string: C=NOC(N)=O
lowest unoccupied orbital energy: 0.649 eV
HOMO level: -0.3621 Eh

These are the Mulliken partial charges, in e, on atoms 1 to 2: -0.2173, -0.2746

***

Molecular formula: C2H4N2O2
Method: DFT, wB97M-V/def2-TZVPD

```
! wB97M-V def2-TZVPD RIJCOSX def2/J DEFGRID3
* xyz 0 1
C -1.58 -0.14 0.49
N -0.87 0.73 1.11
O 0.70 0.49 0.88
C 0.82 -0.58 -0.03
N 1.46 -0.34 -1.10
O 1.55 0.93 -1.39
H -2.67 0.13 0.78
H -1.22 -1.01 -0.15
H 0.82 -1.67 0.11
H 0.98 1.45 -0.70
*
```

total energy: -9208.470 eV
Kohn-Sham gap: 0.384 Eh
SMILES string: C=NO/C=N\O
lowest unoccupied orbital energy: 0.638 eV
HOMO level: -0.3605 Eh

These are the Mulliken partial charges, in e, on atoms 1 to 2: -0.2040, -0.1992

***

Molecular formula: C2H4N2O2S
Method: DFT, wB97M-V/def2-TZVPD

```
! wB97M-V def2-TZVPD RIJCOSX def2/J DEFGRID3
* xyz 0 1
C 0.71 0.38 1.18
C 0.10 0.15 -0.23
N 2.10 0.38 1.03
N 2.73 1.24 1.90
O 3.54 2.85 0.17
O 0.21 0.53 2.24
S 3.57 2.48 1.55
H 2.27 0.44 0.06
H 0.20 -0.96 -0.31
H 0.75 0.84 -0.86
H -0.97 0.50 -0.33
*
```

total energy: -20047.036 eV
Kohn-Sham gap (spin up / spin down): 0.335 / 0.335 Eh
lowest unoccupied orbital energy (spin up / spin down): -0.601 / -0.601 eV
HOMO level (spin up / spin down): -0.3567 / -0.3567 Eh

These are the Mulliken partial charges, in e, on atoms 1 to 2: 0.5490, -0.8767

***

Molecular formula: C2H4N2O2S
Method: DFT, wB97M-V/def2-TZVPD

```
! wB97M-V def2-TZVPD RIJCOSX def2/J DEFGRID3
* xyz 0 1
C -1.59 0.61 -0.64
C -0.15 -1.01 0.18
N -1.56 -0.57 -0.23
N 0.92 -0.10 0.56
O 3.14 0.87 0.98
O -0.65 1.46 -0.85
S 2.39 -0.35 1.13
H -2.44 1.01 -1.09
H -0.28 -1.68 1.05
H 0.18 -1.29 -0.78
H 0.06 1.05 -0.31
*
```

total energy: -20046.352 eV
Kohn-Sham gap: 0.314 Eh
lowest unoccupied orbital energy: -1.425 eV
HOMO level: -0.3659 Eh

These are the Mulliken partial charges, in e, on atoms 1 to 2: 0.0074, -0.3157

***

Molecular formula: C2H4N2O3
Method: DFT, wB97M-V/def2-TZVPD

```
! wB97M-V def2-TZVPD RIJCOSX def2/J DEFGRID3
* xyz 0 1
N 0.49 -0.97 -1.05
C -0.32 -0.25 -0.12
O -1.06 -1.02 0.76
O -1.13 0.74 -0.80
N -0.39 1.78 -0.16
C 0.36 0.95 0.49
O 1.36 1.11 1.33
H 1.12 -1.58 -0.55
H -0.08 -1.50 -1.69
H -1.87 -1.31 0.33
H 1.53 2.05 1.46
*
```

total energy: -11258.817 eV
Kohn-Sham gap: 0.370 Eh
SMILES string: N[C@]1(O)ON=C1O
lowest unoccupied orbital energy: 0.670 eV
HOMO level: -0.3453 Eh

These are the Mulliken partial charges, in e, on atoms 1 to 2: -0.5638, 0.7722

***

Molecular formula: C2H4N2O3
Method: DFT, wB97M-V/def2-TZVPD

```
! wB97M-V def2-TZVPD RIJCOSX def2/J DEFGRID3
* xyz 0 1
O -2.60 -0.25 -0.19
C -1.36 -0.03 0.00
N -0.48 -1.10 0.11
O 0.91 -1.16 -0.14
C 1.50 0.19 0.05
O 0.51 1.10 -0.37
N -0.81 1.20 0.42
H -0.78 -2.00 0.04
H 2.52 0.13 -0.56
H 1.68 0.13 1.24
H -1.08 1.78 -0.60
*
```

total energy: -11255.756 eV
Kohn-Sham gap: 0.370 Eh
SMILES string: O=C1NOCON1
lowest unoccupied orbital energy: 0.589 eV
HOMO level: -0.3487 Eh

These are the Mulliken partial charges, in e, on atoms 1 to 2: -0.5993, 0.5042

***

Molecular formula: C2H4N2O4
Method: DFT, wB97M-V/def2-TZVPD

```
! wB97M-V def2-TZVPD RIJCOSX def2/J DEFGRID3
* xyz 0 1
C 1.76 -2.05 -0.37
C -1.30 0.11 -0.17
N 0.12 0.23 0.93
N -1.30 0.98 -1.14
O 2.18 -1.13 -0.92
O 1.34 -2.98 0.14
O 0.12 -0.37 1.99
O 0.41 1.60 1.02
H -1.43 -0.94 -0.42
H 0.48 1.85 1.96
H -1.29 0.75 -2.13
H -1.09 1.94 -0.90
*
```

total energy: -13304.494 eV
Kohn-Sham gap (spin up / spin down): 0.300 / 0.297 Eh
lowest unoccupied orbital energy (spin up / spin down): 0.221 / 0.138 eV
HOMO level (spin up / spin down): -0.2921 / -0.2919 Eh

These are the Mulliken partial charges, in e, on atoms 1 to 2: 0.7365, -0.1932

***

Molecular formula: C2H4N2OS
Method: DFT, wB97M-V/def2-TZVPD

```
! wB97M-V def2-TZVPD RIJCOSX def2/J DEFGRID3
* xyz 0 1
C -1.09 -0.39 -0.37
C -1.68 0.74 -0.26
N -0.26 -1.27 -0.51
N 2.38 -0.56 0.82
O 1.03 1.37 -0.11
S 1.74 0.13 -0.38
H -1.87 1.19 0.70
H -2.05 1.26 -1.12
H -0.48 -2.26 -0.51
H 2.27 -0.20 1.76
*
```

total energy: -17999.029 eV
Kohn-Sham gap: 0.356 Eh
lowest unoccupied orbital energy: 0.582 eV
HOMO level: -0.3342 Eh

These are the Mulliken partial charges, in e, on atoms 1 to 2: 0.6018, -0.7350

***

Molecular formula: C2H4N2OS
Method: DFT, wB97M-V/def2-TZVPD

```
! wB97M-V def2-TZVPD RIJCOSX def2/J DEFGRID3
* xyz 0 1
N -0.75 -2.45 2.05
C -0.69 -1.32 1.81
C -0.77 0.13 1.77
N -0.40 0.77 0.63
O -1.06 0.69 2.79
H -0.66 1.70 0.47
H -0.40 0.29 -0.29
S 1.62 -0.58 -3.00
H 1.99 0.24 -3.98
H 1.11 0.53 -2.25
*
```

total energy: -18000.958 eV
Kohn-Sham gap: 0.384 Eh
SMILES string: N#CC(N)=O.S
lowest unoccupied orbital energy: 0.199 eV
HOMO level: -0.3771 Eh

These are the Mulliken partial charges, in e, on atoms 1 to 2: -0.3232, 0.2329

***

Molecular formula: C2H4N2OS
Method: DFT, wB97M-V/def2-TZVPD

```
! wB97M-V def2-TZVPD RIJCOSX def2/J DEFGRID3
* xyz 0 1
C 0.49 1.42 -0.18
C 1.36 0.75 0.62
N 0.07 -0.68 -0.91
N -1.54 -1.33 0.22
O -0.27 0.64 -1.04
S 1.37 -0.92 0.12
H 0.00 2.39 0.02
H 2.15 1.27 1.11
H -1.22 -2.33 0.42
H -2.40 -1.20 -0.39
*
```

total energy: -17995.912 eV
Kohn-Sham gap (spin up / spin down): 0.294 / 0.320 Eh
lowest unoccupied orbital energy (spin up / spin down): 0.539 / 0.409 eV
HOMO level (spin up / spin down): -0.2746 / -0.3054 Eh

These are the Mulliken partial charges, in e, on atoms 1 to 2: -0.1481, -0.2771

***

Molecular formula: C2H4N2OS
Method: DFT, wB97M-V/def2-TZVPD

```
! wB97M-V def2-TZVPD RIJCOSX def2/J DEFGRID3
* xyz 0 1
H -2.07 -1.73 0.18
N -2.56 -0.89 -0.05
C -1.85 0.18 -0.01
N -0.45 0.33 0.03
O -0.07 1.65 0.02
C 0.47 -0.63 0.04
S 2.09 -0.37 -0.03
H -2.39 1.15 -0.12
H 0.91 1.58 -0.02
H 0.00 -1.61 0.13
*
```

total energy: -17999.464 eV
Kohn-Sham gap: 0.327 Eh
SMILES string: [H]/N=C\N(O)C=S
lowest unoccupied orbital energy: -0.419 eV
HOMO level: -0.3419 Eh

These are the Mulliken partial charges, in e, on atoms 1 to 2: 0.2178, -0.6037

***

Molecular formula: C2H4N2OS
Method: DFT, wB97M-V/def2-TZVPD

```
! wB97M-V def2-TZVPD RIJCOSX def2/J DEFGRID3
* xyz 0 1
C -0.73 1.28 0.00
C 0.45 -1.36 -0.04
H -0.66 1.71 1.09
H -1.21 2.02 -1.01
H 2.24 0.00 0.51
H 1.06 -2.27 -0.31
N 1.12 -0.20 0.42
N -0.75 -1.59 -0.31
O 0.49 0.74 -0.47
S -2.02 -0.34 0.12
*
```

total energy: -17996.754 eV
Kohn-Sham gap: 0.341 Eh
lowest unoccupied orbital energy: 0.580 eV
HOMO level: -0.3193 Eh

These are the Mulliken partial charges, in e, on atoms 1 to 2: -0.3087, 0.1972

***

Molecular formula: C2H4N2OS
Method: DFT, wB97M-V/def2-TZVPD

```
! wB97M-V def2-TZVPD RIJCOSX def2/J DEFGRID3
* xyz 0 1
C 0.01 0.12 0.79
C -0.24 -1.31 0.31
N -0.31 1.16 -0.15
N -0.36 -1.77 -0.88
O 0.11 2.71 -1.90
S 0.76 1.90 -0.92
H -0.69 0.19 1.73
H 1.01 -0.01 1.39
H -0.09 -1.95 1.14
H -0.20 -1.05 -1.50
*
```

total energy: -17999.339 eV
Kohn-Sham gap: 0.348 Eh
lowest unoccupied orbital energy: -0.881 eV
HOMO level: -0.3802 Eh

These are the Mulliken partial charges, in e, on atoms 1 to 2: -0.3313, -0.0061

***

Molecular formula: C2H4N2OS
Method: DFT, wB97M-V/def2-TZVPD

```
! wB97M-V def2-TZVPD RIJCOSX def2/J DEFGRID3
* xyz 0 1
C -1.12 0.50 -0.52
C 0.89 -0.08 0.69
H 0.80 -2.06 -1.01
H -1.96 0.02 -1.26
H -0.73 1.57 1.19
H 0.75 0.64 1.45
N 0.10 -0.27 -0.33
N -1.42 1.43 0.37
O 0.23 -1.06 -1.41
S 2.46 -0.70 0.82
*
```

total energy: -17997.249 eV
Kohn-Sham gap: 0.308 Eh
lowest unoccupied orbital energy: -0.495 eV
HOMO level: -0.3262 Eh

These are the Mulliken partial charges, in e, on atoms 1 to 2: 0.2065, -0.1708

***

Molecular formula: C2H4N2S
Method: DFT, wB97M-V/def2-TZVPD

```
! wB97M-V def2-TZVPD RIJCOSX def2/J DEFGRID3
* xyz 0 1
C 2.70 1.74 -0.10
N 3.07 0.62 -0.12
S 3.73 -0.83 -0.10
H 2.19 2.52 0.42
C -1.29 -0.84 -0.04
N -0.73 0.28 0.26
H -0.96 -1.63 0.63
H -2.14 -1.01 -0.73
H -0.89 1.02 -0.38
*
```

total energy: -15950.984 eV
Kohn-Sham gap: 0.327 Eh
SMILES string: C#[N+][S-].C=N
lowest unoccupied orbital energy: 0.268 eV
HOMO level: -0.3167 Eh

These are the Mulliken partial charges, in e, on atoms 1 to 2: -0.0672, -0.0959

***

Molecular formula: C2H4N2S
Method: DFT, wB97M-V/def2-TZVPD

```
! wB97M-V def2-TZVPD RIJCOSX def2/J DEFGRID3
* xyz 0 1
H -0.19 -0.53 -0.83
N -0.59 -0.89 -0.05
C -1.43 -0.18 0.59
C -1.97 1.15 0.24
N -2.42 2.14 -0.12
H -1.97 -0.63 1.54
S 2.33 -0.15 -0.25
H 2.86 -1.36 -0.35
H 3.37 0.46 -0.76
*
```

total energy: -15952.464 eV
Kohn-Sham gap: 0.366 Eh
SMILES string: [H]/N=C\C#N.S
lowest unoccupied orbital energy: -0.122 eV
HOMO level: -0.3708 Eh

These are the Mulliken partial charges, in e, on atoms 1 to 2: 0.2784, -0.5223

***

Molecular formula: C2H4N2S
Method: DFT, wB97M-V/def2-TZVPD

```
! wB97M-V def2-TZVPD RIJCOSX def2/J DEFGRID3
* xyz 0 1
C -0.11 0.08 -0.03
C 1.13 -0.74 -0.33
N 0.76 1.19 0.59
N 1.97 0.00 -1.07
S 2.55 0.21 0.51
H -0.51 0.44 -0.98
H -0.92 -0.03 0.64
H 1.06 -1.78 -0.24
H 1.22 1.64 -0.36
*
```

total energy: -15948.861 eV
Kohn-Sham gap (spin up / spin down): 0.302 / 0.302 Eh
lowest unoccupied orbital energy (spin up / spin down): -0.325 / -0.325 eV
HOMO level (spin up / spin down): -0.3135 / -0.3136 Eh

These are the Mulliken partial charges, in e, on atoms 1 to 2: -0.4422, 0.1351

***

Molecular formula: C2H4N2S
Method: DFT, wB97M-V/def2-TZVPD

```
! wB97M-V def2-TZVPD RIJCOSX def2/J DEFGRID3
* xyz 0 1
C -1.52 -0.40 0.05
N -0.94 0.71 -0.04
N 0.43 0.79 -0.05
C 1.28 -0.20 -0.04
S 2.91 0.07 0.02
H -2.62 -0.29 0.28
H -1.08 -1.33 -0.26
H 0.82 1.78 0.09
H 0.71 -1.12 -0.06
*
```

total energy: -15952.089 eV
Kohn-Sham gap: 0.313 Eh
SMILES string: C=NNC=S
lowest unoccupied orbital energy: -0.228 eV
HOMO level: -0.3210 Eh

These are the Mulliken partial charges, in e, on atoms 1 to 2: -0.2787, -0.5833

***

Molecular formula: C2H4N2S
Method: DFT, wB97M-V/def2-TZVPD

```
! wB97M-V def2-TZVPD RIJCOSX def2/J DEFGRID3
* xyz 0 1
C 1.72 -0.44 0.19
N 0.62 0.13 0.42
C -0.47 0.30 -0.35
N -1.73 0.04 0.10
S -0.29 1.08 -1.76
H 2.49 -0.35 1.08
H 2.02 -0.91 -0.66
H -1.72 -0.42 1.02
H -2.65 0.56 -0.05
*
```

total energy: -15952.818 eV
Kohn-Sham gap: 0.300 Eh
SMILES string: C=NC(N)=S
lowest unoccupied orbital energy: -0.076 eV
HOMO level: -0.3028 Eh

These are the Mulliken partial charges, in e, on atoms 1 to 2: -0.1911, -0.3803